{
  "formula": "C27H34N2O23S",
  "method": "wB97M-V/def2-TZVPD",
  "elements": ["O", "O", "C", "H", "H", "H", "C", "H", "O", "C", "H", "O", "H", "C", "H", "O", "H", "H", "H", "C", "O", "H", "C", "O", "C", "H", "H", "H", "H", "H", "O", "C", "C", "C", "O", "C", "H", "H", "H", "O", "H", "C", "S", "O", "H", "O", "H", "O", "C", "O", "H", "C", "H", "C", "H", "C", "H", "H", "H", "O", "H", "O", "C", "C", "O", "N", "H", "C", "C", "O", "C", "O", "O", "C", "N", "C", "H", "O", "H", "H", "O", "C", "C", "C", "O", "H", "C"],
  "positions_angstrom": [[0.152, -1.121, -0.555], [-2.634, 5.451, 2.569], [2.093, -1.560, 2.508], [-4.617, -0.203, 6.169], [4.548, -3.737, 6.965], [2.256, -3.253, 8.428], [1.075, 3.400, -1.373], [-6.297, 0.882, 4.258], [1.976, -0.893, 5.833], [1.865, -1.332, 4.734], [0.354, 1.864, 0.856], [2.112, -0.636, 3.600], [-2.589, -0.660, -8.785], [-4.490, 0.590, 5.435], [0.724, 4.900, 0.955], [-2.966, -1.288, -6.857], [-0.226, -0.483, -8.331], [-2.528, 9.076, 1.294], [3.180, -1.911, 7.732], [4.342, -3.723, 8.033], [-0.087, 2.926, -0.857], [-0.882, 3.118, 1.060], [1.130, 3.895, 0.818], [1.476, -2.603, 4.453], [-0.812, -1.002, -7.576], [1.536, -3.655, 2.655], [3.133, -6.107, -5.823], [-0.787, 1.167, -2.614], [0.179, -2.529, 2.849], [1.669, -1.101, 1.617], [-3.115, 7.110, 1.124], [1.243, -2.682, 3.042], [2.579, -3.847, -7.370], [-0.949, 7.711, 0.683], [-2.295, 1.198, 2.923], [-2.285, 6.354, 1.885], [-3.107, -0.332, -2.193], [-3.983, -1.059, -0.852], [4.685, -5.392, -8.367], [-2.786, -0.038, -4.992], [-0.658, 7.190, -0.232], [3.231, -2.772, 8.399], [2.486, -2.215, -3.724], [3.327, -4.106, -6.271], [-5.488, -0.671, 3.969], [5.623, -2.064, 10.700], [-4.680, 1.552, 5.916], [1.904, -2.879, -7.502], [3.806, -5.448, -6.376], [-2.008, -1.509, -0.800], [4.149, -4.744, 8.371], [-0.786, -1.146, -1.290], [-0.224, 8.495, 0.889], [3.763, -5.694, -7.864], [1.755, 3.645, 1.672], [-3.039, -0.573, -1.126], [-0.185, 0.562, -4.122], [3.117, -1.873, 2.294], [0.850, 0.533, -2.616], [-3.162, 0.590, 4.912], [3.548, -6.731, -8.114], [1.343, 3.410, -2.531], [0.953, -2.149, -3.401], [-3.108, 1.653, 0.374], [-0.995, 6.768, 1.758], [-0.262, -2.005, -3.453], [-0.250, -1.866, -7.225], [4.962, -2.487, 9.810], [-2.969, 0.664, -0.291], [1.890, 3.867, -0.394], [-3.233, 0.943, 3.602], [-4.523, 0.965, 3.175], [3.620, -2.328, 9.703], [0.054, 2.873, 0.565], [-0.776, -0.892, -2.694], [-2.322, -0.446, -6.006], [-2.237, -2.372, -8.477], [2.702, -4.837, -8.290], [-3.499, 2.364, 1.065], [4.807, -5.535, -5.960], [5.454, -3.199, 8.760], [-2.366, 8.222, 0.633], [-0.151, 0.383, -3.046], [-2.192, -1.370, -8.056], [-1.086, -0.140, -6.466], [-2.683, 8.488, -0.373], [-5.331, 0.385, 4.199]],
  "lowdin_charge": [0.16, 0.16, -0.11, 0.13, 0.13, 0.14, -0.57, 0.13, 0.15, -0.56, 0.13, 0.07, 0.13, -0.12, 0.12, 0.06, 0.14, 0.13, 0.11, -0.13, 0.04, 0.11, -0.11, 0.05, -0.12, 0.13, 0.14, 0.09, 0.14, 0.12, 0.07, -0.12, -0.56, -0.12, 0.15, -0.57, 0.12, 0.13, 0.13, 0.16, 0.13, -0.12, 0.80, 0.02, 0.13, 0.16, 0.13, 0.15, -0.12, 0.02, 0.13, -0.51, 0.13, -0.12, 0.14, -0.16, 0.09, 0.13, 0.09, 0.07, 0.13, 0.16, -0.74, 0.11, 0.04, 0.09, 0.11, -0.57, -0.05, 0.06, -0.55, 0.05, 0.06, -0.12, -0.12, -0.57, 0.13, 0.07, 0.05, 0.13, 0.06, -0.12, -0.05, -0.12, 0.05, 0.13, -0.12],
  "gap_ev": 9.060,
  "e_above_lowest_kcal_mol": 0.00,
  "spin_multiplicity": 1,
  "lumo_ev": 0.0640,
  "e_tot_ha": -3287.382534,
  "smiles": "C#CCOC(=O)N(C)N=C=S.O=C1OCCO1.O=C1OCCO1.O=C1OCCO1.O=C1OCCO1.O=C1OCCO1.O=C1OCCO1.O=C1OCCO1"
}

{
  "formula": "C6H16N",
  "method": "wB97M-V/def2-TZVPD",
  "elements": ["H", "H", "C", "C", "C", "H", "H", "N", "C", "H", "H", "H", "H", "H", "C", "H", "H", "C", "H", "H", "H", "H", "H"],
  "positions_angstrom": [[0.940, 0.117, -2.626], [3.302, 0.027, 0.541], [-0.933, 0.589, -0.535], [-1.951, -0.222, -1.339], [2.474, -0.336, 1.164], [2.780, -0.151, 2.215], [2.369, -1.367, 1.060], [-2.154, -0.720, 1.694], [0.458, 0.064, -0.442], [0.398, -1.073, -0.475], [-1.005, 1.638, -0.695], [-2.720, -0.300, 2.440], [-2.018, -0.041, 0.927], [-1.971, -1.262, -1.140], [1.354, 0.478, -1.632], [2.306, 0.043, -1.561], [-2.676, -1.478, 1.346], [1.126, 0.379, 0.915], [1.438, 1.558, -1.660], [-2.927, 0.168, -1.187], [1.157, 1.519, 0.982], [0.370, 0.104, 1.629], [-1.836, -0.168, -2.433]],
  "lowdin_charge": [0.12, 0.08, 0.14, -0.02, -0.06, 0.10, 0.06, 0.08, -0.38, 0.17, 0.15, 0.06, -0.02, 0.09, 0.00, 0.07, 0.02, -0.20, 0.10, 0.09, 0.15, 0.08, 0.14],
  "gap_ev": 6.944,
  "e_above_lowest_kcal_mol": 85.14,
  "total_charge": 1,
  "spin_multiplicity": 1,
  "lumo_ev": -7.4841,
  "e_tot_ha": -292.588557
}

{
  "formula": "C5H10Cl2O3",
  "method": "wB97M-V/def2-TZVPD",
  "elements": ["C", "O", "Cl", "H", "O", "C", "O", "H", "H", "C", "H", "H", "H", "H", "H", "C", "H", "C", "H", "Cl"],
  "positions_angstrom": [[4.356, -16.023, 3.288], [5.572, -14.174, -2.946], [3.514, -14.460, 3.509], [3.599, -16.805, 3.243], [4.913, -12.046, -3.078], [5.154, -15.964, 1.886], [3.597, -13.794, -3.647], [5.115, -16.157, 4.059], [5.993, -15.283, 2.026], [4.649, -13.242, -3.143], [2.222, -12.171, -3.459], [4.518, -15.571, 1.092], [1.582, -13.709, -4.172], [2.610, -12.656, -5.100], [7.520, -14.777, -2.716], [2.433, -13.032, -4.093], [6.951, -13.694, -1.435], [6.894, -13.911, -2.502], [7.316, -13.045, -3.013], [5.777, -17.541, 1.565]],
  "lowdin_charge": [-0.64, -0.01, 0.52, 0.06, 0.10, -0.71, 0.02, 0.06, 0.06, -0.63, 0.10, 0.06, 0.09, 0.09, 0.09, 0.00, 0.09, -0.04, 0.09, 0.58],
  "gap_ev": 11.198,
  "e_above_lowest_kcal_mol": 14.26,
  "spin_multiplicity": 1,
  "lumo_ev": 0.6421,
  "e_tot_ha": -1342.604877,
  "smiles": "COC(=O)OC.ClCCCl"
}

{
  "formula": "C3H12N2O2",
  "method": "wB97M-V/def2-TZVPD",
  "elements": ["H", "H", "O", "H", "H", "C", "H", "H", "O", "H", "H", "H", "N", "C", "H", "H", "H", "N", "C"],
  "positions_angstrom": [[4.088, 0.846, 0.074], [-2.536, -1.573, 0.993], [1.447, -0.914, 0.116], [-2.949, 0.145, 0.985], [-2.121, -1.408, -1.525], [-1.708, -0.404, -1.328], [0.077, -0.698, 0.094], [-2.528, 0.309, -1.475], [0.235, 1.611, 0.533], [2.380, 0.258, 1.502], [-1.632, -0.430, 2.016], [1.076, 1.614, -0.102], [-1.153, -0.301, -0.002], [2.234, 0.038, 0.435], [-0.680, 1.669, 0.181], [3.432, -0.215, -1.185], [-0.921, -0.239, -2.062], [3.369, 0.249, -0.295], [-2.110, -0.558, 1.045]],
  "lowdin_charge": [0.11, 0.06, -0.04, 0.07, 0.06, -0.19, 0.14, 0.07, -0.15, 0.15, 0.07, 0.08, -0.29, -0.33, 0.05, 0.12, 0.06, 0.15, -0.18],
  "gap_ev": 7.055,
  "e_above_lowest_kcal_mol": 85.53,
  "spin_multiplicity": 1,
  "lumo_ev": 0.2787,
  "e_tot_ha": -381.378609
}

{
  "formula": "C5H12N2S",
  "method": "wB97M-V/def2-TZVPD",
  "elements": ["H", "H", "H", "C", "S", "H", "H", "C", "H", "H", "H", "C", "H", "H", "C", "H", "C", "N", "N", "H"],
  "positions_angstrom": [[0.981, -2.610, -0.736], [0.737, 1.245, -0.721], [2.986, 0.776, 1.273], [2.233, -0.932, 0.104], [-0.829, -1.502, 0.059], [-4.210, 0.984, 0.594], [1.501, 2.626, 0.100], [0.941, -1.543, -0.616], [0.765, -1.049, -1.696], [1.341, 0.518, 1.490], [3.233, -0.841, -0.579], [-3.423, 0.214, 0.313], [-2.316, 1.770, -0.983], [-3.080, -0.534, 1.192], [-2.167, 0.765, -0.333], [-4.254, -0.460, -0.228], [2.052, 0.554, 0.673], [1.784, 1.554, -0.527], [-1.056, 0.109, -0.337], [2.780, -1.645, 0.959]],
  "lowdin_charge": [0.02, 0.02, 0.10, -0.26, 0.84, 0.07, 0.16, -0.45, 0.11, 0.07, 0.13, -0.16, 0.15, 0.08, -0.32, 0.11, -0.34, -0.07, -0.40, 0.14],
  "gap_ev": 9.473,
  "e_above_lowest_kcal_mol": 91.78,
  "spin_multiplicity": 1,
  "lumo_ev": 0.7895,
  "e_tot_ha": -705.246539,
  "smiles": "C/C=N\\SCCCN"
}

{
  "formula": "Cl3O2P",
  "method": "wB97M-V/def2-TZVPD",
  "elements": ["Cl", "O", "O", "Cl", "Cl", "P"],
  "positions_angstrom": [[2.508, -0.589, -0.780], [2.412, -0.548, 0.730], [-1.274, -0.360, -0.166], [-1.948, -1.164, 1.696], [-0.464, 2.016, 1.056], [-0.387, 0.768, -0.486]],
  "lowdin_charge": [0.67, -0.66, -0.83, 0.17, 0.23, 0.43],
  "gap_ev": [8.505, 6.923],
  "e_above_lowest_kcal_mol": 116.15,
  "spin_multiplicity": 1,
  "lumo_ev": [-1.8266, -2.7607],
  "e_tot_ha": -1872.252809
}